(1)
Here is a cluster of 2 separate species, C5H8NP in total in a non-equilibrium geometry from the OMol25 dataset. Energies are from ωB97M-V with the def2-TZVPD basis set.

Last column: Mulliken charge in e.
Element x y z (Å)
C 2.53193 -0.30293 -0.72331  -0.566
C 2.41638 0.41948 0.53780  -0.381
C 1.40856 -1.08020 -0.85640  -0.294
C 1.15321 0.11930 1.01595  -0.313
C -2.32677 0.50206 -0.46740  -1.014
N 0.55236 -0.77731 0.19139  0.215
P -0.88410 -1.61511 0.33735  -0.079
H 3.39421 -0.31256 -1.44783  0.314
H 3.00956 1.12767 1.08496  0.378
H 1.12538 -1.66209 -1.70001  0.355
H 0.79508 0.46713 1.91248  0.413
H -1.66878 0.79746 -1.19051  0.315
H -2.43773 0.81162 0.50973  0.336
H -3.22764 0.29874 -1.04027  0.292
H -1.06228 -1.26898 1.79240  0.029

The calculation puts the frontier orbital gap (alpha / beta) at 7.84 / 7.84 eV. As for the largest force on an atom: 4.10 eV/A. The calculation puts the relative energy (zero: lowest compared OMol25 entry of this formula, charge and spin) at 256.45 kJ/mol. Its spin multiplicity is 1. The highest occupied orbital energy (alpha / beta) is -7.99 / -7.99 eV.

(2)
Here is the ion C5H8NS with charge +1 in a non-equilibrium geometry from the OMol25 dataset. Energies are from ωB97M-V with the def2-TZVPD basis set.

Last column: Mulliken charge in e.
Element x y z (Å)
C 1.37857 -0.65988 -0.00247  0.925
C 0.05894 1.18417 0.01551  0.365
C 1.66611 -1.94950 0.11958  -0.919
C -0.81390 2.30011 0.06004  -0.983
C -1.12668 -0.90727 -0.15648  -0.938
N 0.07413 -0.09169 -0.05818  0.022
S 2.58403 0.65989 -0.04015  -0.052
H 2.69452 -2.26177 0.18905  0.246
H 0.93815 -2.73909 0.17578  0.252
H -1.56572 2.24606 -0.73390  0.373
H -0.26068 3.23289 -0.04959  0.319
H -1.32489 2.34611 1.02841  0.344
H -1.83279 -0.47085 -0.86256  0.350
H -1.61110 -0.98733 0.81749  0.374
H -0.85868 -1.90184 -0.50253  0.322

The calculation puts the frontier orbital gap (alpha / beta) at 6.72 / 6.58 eV. As for the largest force on an atom: 4.72 eV/A. The net charge is +1. The calculation puts the relative energy (zero: lowest compared OMol25 entry of this formula, charge and spin) at 362.85 kJ/mol. Its spin multiplicity is 1. The highest occupied orbital energy (alpha / beta) is -13.33 / -13.28 eV.

(3)
Here is the ion C5H8NS with charge +1 in a non-equilibrium geometry from the OMol25 dataset. Energies are from ωB97M-V with the def2-TZVPD basis set.

Last column: Mulliken charge in e.
Element x y z (Å)
C 2.46954 0.07333 0.04472  -0.238
N 1.17222 0.27305 -0.09134  0.042
C 0.26147 -0.75769 -0.19111  -0.476
C -1.26970 -0.07161 -0.20592  0.706
C -2.36856 -1.07366 0.04409  -1.071
S -1.23844 1.52495 0.01345  -0.026
C 0.69176 1.61182 0.03301  -0.658
H 3.23361 0.77271 0.28061  0.297
H 2.79655 -0.94211 -0.06416  0.240
H 0.29285 -1.84527 -0.42465  0.292
H -2.53930 -1.06652 1.14277  0.305
H -1.95770 -2.03916 -0.24564  0.323
H -3.34638 -0.86996 -0.38848  0.380
H 1.04855 2.04907 0.87983  0.519
H 0.75354 2.36105 -0.82717  0.366

The calculation puts the frontier orbital gap at 7.09 eV. As for the largest force on an atom: 7.84 eV/A. The net charge is +1. As for the structure (SMILES): C=[N+]1C=C(C)SC1. The calculation puts the relative energy (zero: lowest compared OMol25 entry of this formula, charge and spin) at 322.82 kJ/mol. Its spin multiplicity is 1. The highest occupied orbital energy is -12.23 eV.

(4)
Here is the ion C5H8NS with charge +1 in a non-equilibrium geometry from the OMol25 dataset. Energies are from ωB97M-V with the def2-TZVPD basis set.

Last column: Mulliken charge in e.
Element x y z (Å)
C -1.38216 0.53420 -0.82503  0.003
C -0.30972 1.34704 -0.89829  -0.135
C 0.71092 1.18821 0.60573  -1.028
C -1.85732 -1.63908 0.16657  -0.345
C 1.24363 -0.06756 0.63919  -0.017
N -1.61502 -0.53268 -0.31261  -0.002
S 2.57213 -0.50766 -0.40416  -0.017
H 0.54429 0.84054 -1.44470  0.213
H -0.39303 2.47037 -1.03514  0.360
H 1.34215 2.04162 0.49628  0.402
H 0.04766 1.27985 1.37153  0.370
H -1.43405 -2.56481 -0.19670  0.302
H -2.64156 -1.75024 0.83516  0.287
H 0.71876 -0.86784 1.09819  0.419
H 2.45333 -1.77196 -0.09603  0.188

The calculation puts the frontier orbital gap (alpha / beta) at 6.62 / 6.62 eV. As for the largest force on an atom: 3.75 eV/A. The net charge is +1. The calculation puts the relative energy (zero: lowest compared OMol25 entry of this formula, charge and spin) at 459.65 kJ/mol. Its spin multiplicity is 1. The highest occupied orbital energy (alpha / beta) is -12.48 / -12.48 eV.

(5)
Here is a cluster of 2 separate species, C5H8NS2 in total in a non-equilibrium geometry from the OMol25 dataset. Energies are from ωB97M-V with the def2-TZVPD basis set.

Last column: Mulliken charge in e.
Element x y z (Å)
C -0.62569 -2.79259 0.34023  0.014
C 0.05767 -2.51698 1.61338  -0.623
C 0.57297 1.91885 -1.66506  -0.585
C -0.73268 1.16276 0.00234  -0.097
C 0.67981 1.64874 -0.11640  -0.233
N -0.27947 -1.63864 0.44056  -0.274
S -1.27809 1.67459 -1.67375  0.208
S 2.07592 0.54092 0.20671  0.018
H -1.20798 -3.51389 -0.34463  0.301
H -0.48062 -2.09514 2.41916  0.295
H 1.10840 -2.53749 1.72867  0.265
H 0.58652 2.97435 -1.93881  0.363
H 0.93809 1.16534 -2.38026  0.386
H -0.71807 0.00470 -0.03330  0.163
H -1.41567 1.50388 0.80587  0.449
H 0.71886 2.50060 0.59530  0.350

The calculation puts the frontier orbital gap (alpha / beta) at 5.73 / 7.09 eV. As for the largest force on an atom: 4.26 eV/A. The net charge is +1. The calculation puts the relative energy (zero: lowest compared OMol25 entry of this formula, charge and spin) at 577.49 kJ/mol. Its spin multiplicity is 1. The highest occupied orbital energy (alpha / beta) is -13.47 / -13.07 eV.

(6)
Here is a cluster of 2 separate species, C5H8NS2 in total in a non-equilibrium geometry from the OMol25 dataset. Energies are from ωB97M-V with the def2-TZVPD basis set.

Last column: Mulliken charge in e.
Element x y z (Å)
C -1.22328 1.72546 1.99308  -0.249
C -0.39189 1.09151 2.85787  -0.346
C -0.05726 0.01935 0.72319  0.349
C 1.03677 -1.83486 -0.96913  -0.671
C -0.13466 0.09910 -2.11181  -1.049
N 0.74148 -0.39897 -1.14071  -0.148
S -1.17032 1.24772 0.41227  0.057
S 0.50497 -0.21803 2.27004  0.075
H -1.63360 2.64934 2.24852  0.403
H -0.17562 1.49303 3.78241  0.438
H 1.84827 -2.21918 -1.51509  0.340
H 0.04926 -2.34447 -1.23351  0.321
H 1.37636 -1.90789 0.08020  0.234
H 0.45197 -0.21450 -2.98998  0.418
H -0.01478 1.15272 -2.17519  0.487
H -1.20768 -0.34034 -2.23217  0.340

The calculation puts the frontier orbital gap (alpha / beta) at 8.40 / 8.41 eV. As for the largest force on an atom: 4.58 eV/A. The net charge is +1. The calculation puts the relative energy (zero: lowest compared OMol25 entry of this formula, charge and spin) at 369.97 kJ/mol. Its spin multiplicity is 1. The highest occupied orbital energy (alpha / beta) is -13.67 / -13.68 eV.

> Which formula does entry 1 have?

C5H8NP

> Which of these has the lowest relative energy (zero: lowest compared OMol25 entry of this formula, charge and spin)?

C5H8NP